No. 1
Here is 4 unconnected molecules or ions with the total composition H8O4 in a non-equilibrium geometry from the OMol25 dataset. Energies are from wB97M-V/def2-TZVPD.

XYZ file:
```
12
H8O4 (wB97M-V/def2-TZVPD)
O 0.21 -1.25 0.36
H 0.52 -1.18 1.24
H 0.84 -0.87 -0.19
O -1.60 0.57 -0.73
H -1.04 -0.10 -0.38
H -1.11 0.83 -1.58
O -0.98 0.82 2.33
H -1.61 1.55 2.21
H -1.36 0.06 1.92
O 1.98 -0.33 -1.40
H 1.98 0.64 -1.51
H 2.14 -0.74 -2.26
```

Its LUMO energy is 0.30 eV. As for the SMILES: O.O.O.O. As for the gap between HOMO and LUMO: 11.10 eV. Its total charge is 0.

=====

No. 2
Here is 4 unconnected molecules or ions with the total composition H8O4 in a non-equilibrium geometry from the OMol25 dataset. Energies are from wB97M-V/def2-TZVPD.

XYZ file:
```
12
H8O4 (wB97M-V/def2-TZVPD)
O 3.00 0.59 -0.32
H 3.60 0.18 0.35
H 3.06 0.04 -1.05
O -3.67 -0.85 0.40
H -3.29 0.05 0.20
H -3.67 -0.67 1.36
O 1.30 -0.23 1.39
H 0.50 -0.66 0.96
H 1.63 0.34 0.68
O -1.18 0.59 -1.29
H -0.99 -0.28 -1.67
H -0.31 0.88 -1.02
```

Its LUMO energy is 0.28 eV. As for the SMILES: O.O.O.O. As for the gap between HOMO and LUMO: 11.32 eV. Its total charge is 0.